Record 1
Density functional theory data (ωB97M-V with the def2-TZVPD basis set) for C2H5NO2 in the gas phase.

Geometry as XYZ:
```
10
Properties=species:S:1:pos:R:3:lowdin_charge:R:1
C 0.913 -1.479 0.288 -0.09
O 0.052 -0.897 -0.670 -0.15
N -0.908 -0.123 -0.029 0.00
C -0.613 1.192 0.176 -0.34
O 0.503 1.664 0.145 0.04
H 1.617 -2.071 -0.304 0.09
H 0.366 -2.131 0.989 0.09
H 1.488 -0.720 0.825 0.08
H -1.826 -0.392 -0.348 0.14
H -1.523 1.761 0.456 0.13
```

structure (SMILES)	CONC=O
electronic energy	-7738.201	eV
orbital gap	0.402	Eh
spin multiplicity	1
LUMO energy	0.9	eV
energy above the lowest of the compared OMol25 structures with the same formula, charge and spin	58.8	kcal/mol

Record 2
Density functional theory data (ωB97M-V with the def2-TZVPD basis set) for a 10-piece molecular cluster, C16H23Cl30O4P overall in a non-equilibrium geometry.

Geometry as XYZ:
```
74
Properties=species:S:1:pos:R:3:lowdin_charge:R:1
C -0.509 2.158 -5.126 -0.13
O -0.665 2.439 -3.695 -0.20
C -0.070 1.300 -3.030 -0.26
C -0.180 1.351 -1.434 -0.18
C 0.038 -0.053 -0.691 -0.18
C 1.026 -1.074 -1.435 -0.39
O 0.790 -2.398 -0.812 -0.13
C 0.287 -3.233 -1.881 -0.24
O 1.053 -3.917 -2.609 0.05
P 2.874 -0.670 -1.232 0.78
O 3.697 -2.016 -1.214 -0.68
H -1.473 1.712 -5.584 0.06
H -0.312 3.126 -5.717 0.10
H 0.375 1.454 -5.328 0.08
H 1.053 1.169 -3.291 0.12
H -0.622 0.360 -3.396 0.13
H -1.266 1.677 -1.197 0.13
H 0.490 2.192 -1.042 0.04
H -0.952 -0.575 -0.424 0.09
H 0.532 0.192 0.329 0.09
H 0.825 -1.221 -2.550 0.12
H -0.827 -3.278 -2.160 0.16
H 3.160 0.012 0.002 0.04
H 3.302 0.187 -2.321 -0.01
C 6.574 -1.426 -3.254 -1.46
Cl 7.632 -2.426 -2.248 0.53
Cl 4.985 -1.234 -2.475 0.64
Cl 7.325 0.156 -3.563 0.48
H 6.431 -1.930 -4.209 0.01
C -2.408 -2.695 2.231 -1.54
Cl -1.791 -1.047 2.418 0.52
Cl -3.928 -2.893 3.112 0.51
Cl -2.627 -3.087 0.518 0.54
H -1.678 -3.384 2.649 -0.05
C -0.389 0.610 -8.901 -1.51
Cl 0.669 -0.412 -7.919 0.53
Cl -1.965 0.805 -8.120 0.56
Cl 0.361 2.187 -9.188 0.53
H -0.541 0.123 -9.863 0.02
C 0.699 3.620 2.103 -1.53
Cl 1.814 3.123 0.819 0.56
Cl 0.430 5.367 2.046 0.54
Cl -0.839 2.752 1.975 0.51
H 1.151 3.374 3.062 -0.02
C 9.901 -0.951 0.772 -1.55
Cl 11.446 -0.169 0.406 0.51
Cl 10.117 -2.216 1.990 0.51
Cl 8.715 0.243 1.319 0.51
H 9.526 -1.414 -0.141 -0.02
C -7.884 -2.317 4.474 -1.54
Cl -7.308 -0.686 4.844 0.52
Cl -6.711 -3.528 5.012 0.50
Cl -9.462 -2.604 5.222 0.52
H -7.996 -2.405 3.395 0.02
C -0.518 -2.602 6.077 -1.51
Cl -0.567 -0.835 6.007 0.51
Cl -2.104 -3.252 6.514 0.53
Cl 0.020 -3.267 4.528 0.56
H 0.196 -2.895 6.844 0.02
C -0.312 2.902 6.718 -1.53
Cl 0.289 4.556 6.903 0.54
Cl -1.845 2.696 7.575 0.51
Cl -0.500 2.497 5.004 0.51
H 0.418 2.222 7.152 0.01
C -2.932 1.273 11.321 -1.55
Cl -1.960 0.266 10.240 0.50
Cl -4.288 1.996 10.445 0.51
Cl -3.514 0.327 12.698 0.52
H -2.302 2.076 11.700 0.02
C -4.907 1.103 -10.397 -1.56
Cl -4.785 2.771 -10.974 0.52
Cl -6.458 0.834 -9.590 0.52
Cl -4.696 -0.035 -11.736 0.51
H -4.111 0.932 -9.675 -0.06
```

electronic energy	-410109.915	eV
orbital gap	0.310	Eh
spin multiplicity	1
LUMO energy	0.1	eV

Record 3
Density functional theory data (ωB97M-V with the def2-TZVPD basis set) for C15H17IN3O3OsSe as an isolated structure in a non-equilibrium geometry.

Geometry as XYZ:
```
41
Properties=species:S:1:pos:R:3:lowdin_spin:R:1
Os 0.448 0.071 -0.693 2.90
C -4.057 -0.031 -0.757 0.01
C -2.671 -0.052 -0.228 0.01
O -1.788 0.129 -1.090 0.14
C -2.328 -0.386 1.150 0.01
C -3.241 -0.263 2.214 0.00
C -2.921 -0.645 3.503 0.01
C -1.709 -1.215 3.769 0.00
C -0.847 -1.589 2.760 0.01
C -1.096 -1.119 1.475 0.02
O -0.256 -1.434 0.484 0.13
H -4.173 0.614 -1.609 0.00
H -4.784 0.326 -0.008 0.00
H -4.375 -0.982 -1.091 0.00
H -4.186 0.254 2.089 0.00
H -3.572 -0.402 4.326 0.00
H -1.519 -1.488 4.807 0.00
H 0.046 -2.136 2.977 0.00
I 0.057 1.937 -3.247 0.18
C 1.650 1.160 -1.986 0.04
H 2.186 2.006 -1.611 0.01
H 2.257 0.551 -2.623 0.01
N -1.135 -2.833 -1.874 0.00
C -0.288 -2.132 -2.666 0.01
N -0.333 -2.207 -3.994 0.00
O 0.608 -1.398 -2.150 0.07
H -1.989 -3.288 -2.217 0.00
H -1.041 -2.651 -0.853 0.00
H -0.910 -2.920 -4.452 0.00
H -0.012 -1.455 -4.536 0.00
Se 0.868 1.557 1.134 0.32
C 2.733 1.888 0.914 0.06
C 3.630 0.968 0.389 0.03
C 4.970 1.333 0.241 0.00
N 5.489 2.497 0.493 0.01
C 4.620 3.349 1.109 0.00
C 3.261 3.094 1.284 0.02
H 3.235 0.068 -0.020 0.01
H 5.587 0.626 -0.396 0.00
H 4.950 4.350 1.282 0.00
H 2.639 3.846 1.703 0.00
```

electronic energy	-102350.452	eV
orbital gap (alpha / beta)	0.294 / 0.247	Eh
net charge	+1
spin multiplicity	5
LUMO energy (alpha / beta)	-3.4 / -5.1	eV

Record 4
Density functional theory data (ωB97M-V with the def2-TZVPD basis set) for C29H27AuN7 as an isolated structure in a non-equilibrium geometry.

Geometry as XYZ:
```
64
Properties=species:S:1:pos:R:3:lowdin_charge:R:1
Au -0.703 0.037 0.348 1.42
C 0.855 0.061 2.693 -0.08
N -0.621 0.076 2.419 -0.24
C -1.329 -1.059 3.131 -0.05
C -1.943 -2.163 2.287 -0.27
C -2.696 -3.150 2.901 0.01
C -3.188 -4.177 2.114 0.00
C -2.910 -4.185 0.750 -0.01
C -2.166 -3.149 0.226 -0.11
N -1.692 -2.146 0.988 0.02
C -1.249 1.389 2.778 -0.08
C -2.441 1.631 1.907 -0.23
C -3.532 2.379 2.286 0.04
C -4.530 2.646 1.356 0.03
C -4.415 2.146 0.067 0.02
C -3.310 1.391 -0.259 -0.05
N -2.347 1.144 0.647 -0.05
C 1.532 -0.906 1.774 -0.23
C 2.651 -1.638 2.099 0.04
C 3.243 -2.438 1.126 0.02
C 2.697 -2.486 -0.148 0.01
C 1.575 -1.733 -0.424 -0.06
N 1.019 -0.962 0.523 -0.05
H 1.046 -0.159 3.743 0.15
H 1.249 1.060 2.491 0.15
H -2.110 -0.621 3.751 0.14
H -0.605 -1.513 3.809 0.15
H -2.892 -3.123 3.965 0.14
H -3.781 -4.966 2.558 0.14
H -3.265 -4.980 0.111 0.13
H -1.925 -3.116 -0.830 0.10
H -0.520 2.182 2.595 0.15
H -1.499 1.415 3.838 0.15
H -3.598 2.758 3.298 0.15
H -5.389 3.241 1.637 0.14
H -5.171 2.336 -0.682 0.14
H -3.178 0.975 -1.247 0.11
H 3.062 -1.579 3.098 0.14
H 4.126 -3.016 1.364 0.14
H 3.129 -3.101 -0.925 0.14
H 1.110 -1.732 -1.400 0.12
C -1.292 -0.442 -3.768 0.01
C -1.427 -0.490 -2.402 -0.12
N -0.601 0.242 -1.621 -0.14
C 0.368 1.013 -2.140 -0.05
C 0.584 1.081 -3.512 -0.14
C -0.291 0.350 -4.318 0.05
C 1.591 1.936 -4.172 -0.02
C 2.784 2.420 -3.808 0.01
C 3.664 2.224 -2.630 -0.26
C 4.749 3.069 -2.484 0.02
C 5.602 2.858 -1.411 -0.07
N 5.409 1.864 -0.541 0.11
C 4.350 1.107 -0.786 -0.21
N 3.459 1.213 -1.767 0.11
H -1.959 -1.019 -4.393 0.14
H -2.182 -1.093 -1.915 0.11
H 0.971 1.577 -1.453 0.11
H -0.178 0.395 -5.394 0.15
H 1.284 2.206 -5.176 0.12
H 3.240 3.068 -4.549 0.12
H 4.928 3.873 -3.185 0.13
H 6.464 3.492 -1.245 0.13
H 4.193 0.285 -0.091 0.09
```

electronic energy	-44607.965	eV
orbital gap	0.236	Eh
net charge	+3
spin multiplicity	1
LUMO energy	-10.0	eV

Record 5
Density functional theory data (ωB97M-V with the def2-TZVPD basis set) for C4H7NO4 in the gas phase in a non-equilibrium geometry.

Geometry as XYZ:
```
16
Properties=species:S:1:pos:R:3:lowdin_charge:R:1
N -0.585 1.608 0.536 0.05
C -0.741 0.208 0.892 -0.27
C 0.477 -0.629 0.657 -0.02
C 1.334 -0.487 -0.370 -0.43
O 1.267 0.502 -1.281 0.10
O 2.334 -1.369 -0.652 0.09
C -1.642 -0.500 -0.223 -0.52
O -2.231 -1.533 -0.057 0.10
O -1.771 0.265 -1.298 0.10
H -1.239 2.190 1.043 0.10
H 0.360 1.935 0.703 0.09
H -1.162 0.006 1.881 0.15
H 0.608 -1.467 1.321 0.12
H 1.904 0.303 -1.982 0.13
H 2.325 -2.114 -0.044 0.12
H -1.239 1.082 -1.128 0.09
```

structure (SMILES)	N[C@H](C=C(O)O)C(=O)O
electronic energy	-13941.214	eV
orbital gap	0.330	Eh
spin multiplicity	1
LUMO energy	0.4	eV
energy above the lowest of the compared OMol25 structures with the same formula, charge and spin	32.8	kcal/mol

Record 6
Density functional theory data (ωB97M-V with the def2-TZVPD basis set) for C25H24N4 in the gas phase.

Geometry as XYZ:
```
53
Properties=species:S:1:pos:R:3:lowdin_charge:R:1
C 0.337 -4.867 -0.344 -0.04
C 0.787 -3.576 0.272 -0.27
C 1.252 -3.523 1.578 -0.02
C 1.651 -2.321 2.152 -0.27
C 2.175 -2.292 3.557 -0.05
C 1.563 -1.158 1.402 -0.01
C 1.101 -1.187 0.091 -0.23
C 0.914 0.093 -0.669 -0.10
C -0.440 0.739 -0.294 -0.24
C -0.666 2.033 -1.076 -0.08
C 0.283 3.103 -0.672 -0.32
N 1.078 3.071 0.356 0.17
C 1.750 4.269 0.355 -0.23
C 2.717 4.763 1.222 -0.02
C 3.221 6.021 0.968 -0.10
C 2.786 6.782 -0.118 -0.10
C 1.827 6.311 -0.993 -0.03
C 1.317 5.049 -0.744 -0.20
N 0.380 4.273 -1.379 0.16
C -1.534 -0.233 -0.572 -0.31
N -2.211 -0.313 -1.680 0.18
C -3.044 -1.396 -1.535 -0.23
C -3.970 -1.947 -2.412 -0.02
C -4.658 -3.068 -1.995 -0.10
C -4.441 -3.639 -0.740 -0.10
C -3.529 -3.105 0.149 -0.03
C -2.837 -1.980 -0.262 -0.20
N -1.880 -1.200 0.333 0.18
C 0.725 -2.400 -0.465 -0.02
H -0.693 -4.780 -0.688 0.08
H 0.956 -5.110 -1.207 0.08
H 0.401 -5.685 0.370 0.07
H 1.305 -4.431 2.162 0.12
H 3.215 -2.618 3.572 0.08
H 1.607 -2.964 4.197 0.08
H 2.129 -1.287 3.969 0.07
H 1.856 -0.212 1.835 0.12
H 0.924 -0.102 -1.743 0.13
H 1.702 0.804 -0.421 0.11
H -0.420 0.971 0.775 0.15
H -1.690 2.380 -0.903 0.13
H -0.575 1.830 -2.146 0.13
H 3.052 4.175 2.061 0.11
H 3.974 6.434 1.624 0.10
H 3.210 7.763 -0.276 0.10
H 1.491 6.900 -1.833 0.11
H -0.141 4.516 -2.205 0.16
H -4.136 -1.508 -3.383 0.11
H -5.383 -3.522 -2.654 0.10
H -5.000 -4.520 -0.460 0.10
H -3.358 -3.547 1.120 0.11
H -1.444 -1.358 1.227 0.16
H 0.359 -2.431 -1.482 0.13
```

structure (SMILES)	Cc1cc(C)cc(C[C@@H](Cc2nc3ccccc3[nH]2)c2nc3ccccc3[nH]2)c1
electronic energy	-32277.330	eV
orbital gap	0.336	Eh
spin multiplicity	1
LUMO energy	0.8	eV
energy above the lowest of the compared OMol25 structures with the same formula, charge and spin	0.0	kcal/mol

Question: Among the records above, which one has the highest spin multiplicity?
Answer: C15H17IN3O3OsSe